No. 1
125
Properties=species:S:1:pos:R:3:mulliken_spin:R:1 method="wB97M-V/def2-TZVPD" spin_multiplicity=6 homo_ev="-11.153 / -10.884" s2=8.770 e_above_lowest_kj_mol=384.5 energy_ev=-90376.45872 total_charge=+1
Fe 0.009 2.919 1.865 4.06
C 0.311 -0.103 5.057 0.01
C 0.355 1.416 4.926 -0.01
O 0.212 1.939 3.654 0.19
H 0.952 -0.466 5.860 0.00
H 0.605 -0.580 4.122 0.00
H -0.697 -0.355 5.384 0.00
H 1.386 1.542 5.257 0.01
H -0.203 1.887 5.735 0.01
C -0.501 -1.040 0.101 0.08
C 0.635 -0.114 0.471 -0.08
O 0.161 1.187 0.698 0.58
H -0.209 -2.075 -0.078 0.00
H -0.901 -0.664 -0.840 -0.01
H -1.275 -1.056 0.868 0.01
H 1.369 0.027 -0.323 0.03
H 1.096 -0.454 1.398 0.00
C 0.352 -3.656 3.288 0.00
C -1.081 -3.417 3.718 0.00
C -2.114 -4.269 3.033 0.00
O -1.318 -3.540 5.091 0.00
H 0.633 -3.014 2.453 0.00
H 0.430 -4.601 2.750 0.00
H 1.029 -3.472 4.122 0.00
H -1.310 -2.378 3.484 0.00
H -1.704 -5.265 3.196 0.00
H -2.306 -4.120 1.971 0.00
H -3.078 -4.159 3.531 0.00
H -2.160 -3.148 5.337 0.00
C -3.067 0.813 2.769 0.00
C -2.968 1.928 1.685 -0.01
C -4.282 2.670 1.483 0.00
O -2.040 2.893 2.149 0.03
H -3.537 1.247 3.652 0.00
H -2.048 0.537 3.038 0.00
H -3.525 -0.082 2.348 0.00
H -2.601 1.496 0.754 0.01
H -4.095 3.584 0.920 0.00
H -4.645 2.992 2.459 0.00
H -5.075 2.090 1.010 0.00
H -2.616 3.386 2.738 0.00
C 0.155 6.159 -0.934 0.00
C -0.846 5.055 -0.408 0.00
C -1.915 4.737 -1.380 0.00
O -0.068 3.915 0.007 0.05
H 0.368 5.967 -1.986 0.00
H 1.006 6.140 -0.254 0.00
H -0.227 7.175 -0.834 0.00
H -1.412 5.423 0.448 0.00
H -2.526 5.626 -1.540 0.00
H -2.578 3.935 -1.054 0.00
H -1.624 4.427 -2.383 0.00
H 0.458 3.762 -0.781 0.00
C -3.890 -2.570 -1.190 0.00
C -3.664 -4.104 -1.162 0.00
C -4.944 -4.839 -0.702 0.00
O -3.367 -4.719 -2.394 0.00
H -2.923 -2.084 -1.316 0.00
H -4.358 -2.187 -0.282 0.00
H -4.569 -2.419 -2.029 0.00
H -2.934 -4.379 -0.401 0.00
H -5.786 -4.513 -1.313 0.00
H -5.249 -4.600 0.316 0.00
H -4.867 -5.909 -0.896 0.00
H -2.434 -4.523 -2.510 0.00
C 0.513 -4.733 -0.673 0.00
C 0.581 -4.236 -2.168 0.00
C 1.861 -4.688 -2.953 0.00
O -0.533 -4.663 -2.846 0.00
H 0.702 -5.798 -0.542 0.00
H -0.478 -4.419 -0.347 0.00
H 1.329 -4.233 -0.152 0.00
H 0.440 -3.166 -2.316 0.00
H 1.866 -4.286 -3.966 0.00
H 1.782 -5.756 -3.157 0.00
H 2.749 -4.446 -2.369 0.00
H -0.430 -5.501 -3.302 0.00
C 1.567 3.871 -3.789 0.00
C 1.183 2.425 -3.454 0.00
C 2.462 1.433 -3.474 0.00
O 0.756 2.458 -2.130 0.00
H 2.120 4.310 -2.958 0.00
H 0.780 4.601 -3.600 0.00
H 2.146 4.135 -4.675 0.00
H 0.456 2.125 -4.208 0.00
H 2.998 1.472 -2.526 0.00
H 3.194 1.735 -4.223 0.00
H 2.219 0.399 -3.721 0.00
H 0.424 1.564 -2.026 0.00
C -1.681 -1.855 -4.884 0.00
C -1.624 -0.356 -4.623 0.00
C -2.735 0.379 -3.858 0.00
O -0.541 -0.250 -3.770 0.00
H -1.658 -2.588 -4.078 0.00
H -0.734 -2.075 -5.376 0.00
H -2.496 -2.130 -5.553 0.00
H -1.494 0.227 -5.535 0.00
H -2.546 1.431 -3.644 0.00
H -2.995 -0.050 -2.890 0.00
H -3.636 0.358 -4.470 0.00
H -0.709 -0.684 -2.931 0.00
C 3.997 4.048 2.530 0.00
C 2.983 4.162 1.429 0.00
C 3.648 3.830 0.071 0.00
O 2.136 3.029 1.716 0.06
H 4.433 3.050 2.557 0.00
H 3.569 4.134 3.529 0.00
H 4.855 4.705 2.386 0.00
H 2.336 5.031 1.306 0.00
H 2.901 3.948 -0.714 0.00
H 4.036 2.812 0.112 0.00
H 4.460 4.472 -0.271 0.00
H 2.623 2.308 2.121 0.00
C 6.097 -0.322 1.020 0.00
C 4.593 -0.515 0.851 0.00
C 4.187 -2.016 1.242 0.00
O 3.948 0.382 1.772 0.00
H 6.644 -1.061 0.434 0.00
H 6.442 -0.322 2.054 0.00
H 6.395 0.625 0.569 0.00
H 4.410 -0.207 -0.179 0.00
H 4.203 -2.117 2.327 0.00
H 4.727 -2.770 0.670 0.00
H 3.119 -2.139 1.061 0.00
H 3.433 -0.083 2.436 0.00



No. 2
145
Properties=species:S:1:pos:R:3:lowdin_charge:R:1 method="wB97M-V/def2-TZVPD" homo_ev=-12.279 energy_ev=-156271.49305 total_charge=+2
Tl 1.084 -5.227 -2.438 1.04
As 0.316 -1.091 -0.359 0.82
F 0.427 -2.744 -0.972 -0.30
F -1.012 -0.684 -1.472 -0.26
F 0.306 0.556 0.273 -0.27
F 1.510 -1.516 0.826 -0.26
F 1.638 -0.593 -1.412 -0.25
F -0.930 -1.608 0.767 -0.25
C 3.775 -1.146 -3.808 -0.06
C 2.566 -1.954 -4.333 -0.38
C 2.496 -1.657 -5.848 -0.19
O 1.289 -2.110 -6.440 -0.18
C 1.095 -1.852 -7.803 -0.12
N 2.797 -3.386 -3.980 -0.01
H 3.808 -0.191 -4.329 0.07
H 4.686 -1.738 -3.965 0.08
H 3.866 -1.116 -2.719 0.07
H 1.658 -1.555 -3.877 0.13
H 3.233 -2.250 -6.412 0.13
H 2.679 -0.591 -6.002 0.12
H 1.436 -0.915 -8.256 0.09
H 0.034 -1.928 -8.039 0.08
H 1.621 -2.638 -8.361 0.09
H 3.240 -3.650 -4.868 0.08
H 3.618 -3.426 -3.385 0.03
C -2.442 1.999 -2.809 -0.06
O -3.023 1.750 -4.092 -0.17
C -2.914 0.390 -4.549 -0.18
C -4.125 0.164 -5.438 -0.14
N -3.774 -1.049 -6.190 0.02
C -4.846 -1.632 -6.950 -0.18
C -4.398 -2.917 -7.692 -0.21
O -3.309 -2.481 -8.463 -0.22
C -2.800 -3.404 -9.425 -0.07
H -1.598 1.338 -2.638 0.07
H -3.263 1.777 -2.117 0.11
H -2.212 3.062 -2.856 0.10
H -2.778 -0.323 -3.733 0.13
H -1.973 0.419 -5.112 0.14
H -4.260 1.004 -6.127 0.14
H -5.041 -0.031 -4.884 0.13
H -3.027 -0.801 -6.837 0.13
H -5.240 -0.968 -7.730 0.15
H -5.653 -1.934 -6.278 0.13
H -5.238 -3.340 -8.250 0.13
H -4.043 -3.661 -6.969 0.13
H -2.017 -2.877 -9.971 0.09
H -3.559 -3.583 -10.188 0.09
H -2.388 -4.272 -8.912 0.09
C -2.392 -4.739 7.120 -0.09
O -1.143 -4.076 7.002 -0.19
C -0.957 -2.922 7.782 -0.23
C 0.045 -2.025 7.067 -0.19
N 1.342 -2.661 6.931 0.02
C 2.373 -1.797 6.356 -0.15
C 2.037 -1.214 4.953 -0.20
O 2.848 -0.076 4.776 -0.19
C 2.449 0.778 3.725 -0.08
H -3.225 -4.212 6.651 0.09
H -2.592 -4.947 8.173 0.09
H -2.257 -5.690 6.610 0.09
H -0.526 -3.123 8.771 0.13
H -1.892 -2.404 8.015 0.13
H 0.134 -1.101 7.642 0.13
H -0.448 -1.740 6.130 0.11
H 1.405 -3.552 6.454 0.13
H 3.288 -2.380 6.276 0.13
H 2.524 -0.981 7.065 0.13
H 0.992 -0.921 4.835 0.10
H 2.376 -1.964 4.230 0.12
H 1.449 1.109 4.021 0.07
H 2.526 0.302 2.742 0.08
H 3.166 1.598 3.668 0.09
C -1.700 1.082 2.536 -0.10
O -2.188 1.717 3.689 -0.18
C -1.590 1.333 4.900 -0.22
C -2.347 1.905 6.081 -0.19
N -2.502 3.363 5.966 0.00
C -3.351 3.945 7.004 -0.17
C -3.326 5.475 6.928 -0.20
O -2.271 6.103 7.637 -0.14
C -1.051 6.042 6.929 -0.10
H -0.636 1.270 2.368 0.07
H -2.199 1.371 1.614 0.09
H -1.817 -0.004 2.629 0.08
H -0.597 1.796 4.924 0.12
H -1.527 0.245 4.987 0.11
H -1.800 1.727 7.014 0.13
H -3.307 1.415 6.291 0.13
H -3.120 3.418 5.152 0.13
H -2.970 3.629 7.976 0.14
H -4.414 3.708 6.881 0.14
H -4.206 5.807 7.484 0.13
H -3.428 5.910 5.930 0.13
H -1.202 6.323 5.885 0.09
H -0.546 5.071 7.003 0.09
H -0.364 6.744 7.406 0.10
C 3.233 8.677 -0.022 -0.08
O 3.559 7.926 -1.176 -0.16
C 2.531 7.128 -1.687 -0.21
C 2.964 6.587 -3.041 -0.13
N 2.058 5.675 -3.708 0.05
C 2.388 4.276 -3.769 -0.13
C 2.201 3.625 -2.355 -0.19
O 1.063 4.226 -1.762 -0.20
C 0.932 3.761 -0.422 -0.08
H 2.236 9.131 -0.063 0.09
H 3.906 9.530 0.024 0.10
H 3.266 8.067 0.881 0.09
H 1.605 7.703 -1.785 0.14
H 2.333 6.286 -1.013 0.12
H 3.934 6.087 -3.094 0.14
H 3.031 7.494 -3.664 0.15
H 1.172 5.730 -3.197 0.13
H 3.419 4.170 -4.103 0.13
H 1.717 3.751 -4.449 0.13
H 3.186 3.581 -1.878 0.14
H 1.961 2.565 -2.491 0.12
H 1.640 4.343 0.183 0.09
H 1.151 2.700 -0.299 0.08
H -0.012 4.033 0.048 0.10
C 4.175 -3.432 -0.427 -0.65
O 3.257 -3.866 -1.127 -0.12
N 4.030 -2.432 0.466 0.18
N 5.452 -3.932 -0.482 0.16
H 3.264 -1.790 0.577 0.06
H 4.868 -2.096 0.908 0.10
H 6.251 -3.352 -0.299 0.10
H 5.651 -4.683 -1.121 0.10
C -2.815 -4.709 -1.305 -0.66
O -1.761 -5.060 -1.851 -0.12
N -3.861 -5.512 -1.028 0.17
N -3.012 -3.389 -1.057 0.17
H -4.638 -5.192 -0.485 0.10
H -3.812 -6.478 -1.303 0.11
H -2.152 -2.922 -0.831 0.06
H -3.910 -2.985 -0.878 0.10
C 0.914 -5.011 1.582 -0.66
O 0.505 -5.107 0.422 -0.09
N 0.276 -4.289 2.546 0.17
N 2.046 -5.629 1.967 0.17
H -0.267 -3.512 2.191 0.09
H 0.829 -4.001 3.336 0.08
H 2.319 -5.721 2.929 0.10
H 2.539 -6.227 1.330 0.11



No. 3
134
Properties=species:S:1:pos:R:3:lowdin_charge:R:1 method="wB97M-V/def2-TZVPD" homo_ev=-8.123 e_above_lowest_kj_mol=98.1 energy_ev=-70534.14005 total_charge=0 smiles="COCCNCCOC.COCCNCCOC.COCCNCCOC.COCCNCCOC.COCCNCCOC.NC(N)=O.O.O"
C -1.889 4.678 -1.616 -0.16
O -1.669 4.350 -0.284 -0.23
C -2.450 5.301 0.542 -0.15
C -2.447 4.815 1.984 -0.21
N -3.313 5.684 2.729 -0.05
C -3.257 5.426 4.133 -0.26
C -4.293 6.172 4.923 -0.22
O -5.539 5.568 4.535 -0.20
C -6.589 6.393 4.840 -0.16
H -1.500 3.874 -2.252 0.06
H -1.265 5.577 -1.917 0.11
H -2.973 4.837 -1.914 0.11
H -3.478 5.180 0.161 0.12
H -2.043 6.295 0.381 0.13
H -1.534 4.762 2.412 0.09
H -2.848 3.790 1.937 0.12
H -4.256 5.560 2.316 0.13
H -2.297 5.725 4.589 0.13
H -3.352 4.423 4.417 0.09
H -4.142 7.276 4.632 0.15
H -4.191 6.012 6.026 0.14
H -6.598 7.233 4.175 0.08
H -6.473 6.721 5.900 0.09
H -7.557 5.797 4.820 0.11
C 1.271 -5.684 -0.996 -0.11
O 0.803 -5.441 -2.316 -0.19
C -0.419 -4.704 -2.387 -0.24
C -0.613 -4.246 -3.833 -0.23
N 0.369 -3.197 -4.121 -0.04
C 0.408 -2.619 -5.501 -0.17
C 1.660 -3.155 -6.165 -0.27
O 2.772 -3.044 -5.346 -0.21
C 3.935 -3.444 -6.074 -0.10
H 1.472 -4.779 -0.395 0.07
H 2.221 -6.277 -1.140 0.10
H 0.678 -6.393 -0.405 0.08
H -0.318 -3.806 -1.807 0.10
H -1.349 -5.264 -2.135 0.13
H -1.686 -3.889 -3.800 0.12
H -0.637 -5.180 -4.442 0.12
H 1.285 -3.534 -3.880 0.07
H 0.431 -1.525 -5.476 0.08
H -0.448 -2.886 -6.140 0.12
H 1.856 -2.488 -7.082 0.15
H 1.453 -4.217 -6.425 0.13
H 3.758 -4.315 -6.728 0.09
H 4.574 -3.851 -5.286 0.09
H 4.405 -2.644 -6.674 0.09
C 3.808 -2.455 3.848 -0.10
O 2.463 -2.889 3.607 -0.18
C 1.535 -2.076 4.369 -0.19
C 1.522 -0.596 4.101 -0.23
N 1.263 -0.327 2.740 -0.04
C 1.074 1.058 2.483 -0.23
C 2.270 1.903 2.880 -0.21
O 3.485 1.310 2.430 -0.20
C 3.686 1.580 1.047 -0.11
H 4.513 -3.147 3.473 0.07
H 3.928 -2.419 4.934 0.09
H 3.982 -1.431 3.477 0.08
H 1.651 -2.197 5.434 0.12
H 0.633 -2.572 4.033 0.09
H 2.486 -0.185 4.481 0.13
H 0.706 -0.277 4.689 0.11
H 2.085 -0.545 2.204 0.10
H 0.252 1.491 3.044 0.12
H 0.739 1.210 1.442 0.11
H 2.344 2.007 3.983 0.13
H 2.201 2.930 2.501 0.12
H 4.001 2.632 0.830 0.10
H 2.786 1.411 0.500 0.05
H 4.481 0.887 0.624 0.11
C 5.131 0.333 -4.621 -0.13
O 4.796 0.781 -3.348 -0.21
C 3.392 1.099 -3.096 -0.17
C 2.582 -0.089 -2.632 -0.21
N 3.232 -0.688 -1.496 -0.04
C 2.679 -1.940 -1.039 -0.21
C 3.573 -2.460 0.072 -0.21
O 4.951 -2.586 -0.300 -0.19
C 5.254 -3.835 -0.880 -0.11
H 5.023 1.187 -5.358 0.10
H 4.443 -0.474 -4.938 0.08
H 6.182 -0.021 -4.614 0.09
H 2.953 1.564 -3.986 0.10
H 3.384 1.847 -2.274 0.12
H 2.323 -0.769 -3.441 0.10
H 1.565 0.201 -2.267 0.10
H 4.203 -0.825 -1.662 0.09
H 2.528 -2.703 -1.825 0.11
H 1.716 -1.852 -0.528 0.11
H 3.124 -3.398 0.398 0.10
H 3.516 -1.835 0.990 0.11
H 5.439 -4.622 -0.159 0.08
H 6.157 -3.603 -1.487 0.10
H 4.490 -4.181 -1.604 0.09
C -4.609 1.370 -1.347 -0.08
O -4.958 0.888 -0.028 -0.20
C -4.420 -0.416 0.086 -0.25
C -4.314 -0.641 1.574 -0.19
N -3.415 0.437 2.115 -0.05
C -3.292 0.442 3.615 -0.17
C -2.357 -0.625 4.238 -0.17
O -2.824 -1.901 3.769 -0.24
C -1.936 -2.949 3.376 -0.10
H -5.103 0.853 -2.134 0.07
H -3.529 1.350 -1.582 0.07
H -4.996 2.423 -1.370 0.10
H -3.540 -0.479 -0.564 0.10
H -5.075 -1.179 -0.441 0.14
H -4.082 -1.716 1.782 0.13
H -5.340 -0.488 1.909 0.12
H -3.887 1.281 1.712 0.11
H -4.297 0.361 4.044 0.11
H -2.954 1.428 3.871 0.09
H -2.347 -0.697 5.342 0.13
H -1.356 -0.379 3.835 0.09
H -1.419 -3.411 4.241 0.08
H -1.239 -2.594 2.599 0.06
H -2.632 -3.716 2.913 0.11
C -0.813 0.996 -2.137 -0.63
O -0.742 1.698 -3.160 -0.01
N -0.936 1.559 -0.896 0.20
N -0.825 -0.385 -2.204 0.19
H -1.090 2.547 -0.854 0.05
H -0.959 1.052 -0.029 0.06
H -1.215 -0.832 -2.993 0.10
H -0.885 -0.726 -1.289 0.03
O 0.831 0.877 -5.414 -0.10
H 0.938 1.865 -5.502 0.06
H 0.346 0.929 -4.566 -0.01
O -1.028 -1.072 0.845 -0.08
H -1.821 -0.640 1.188 0.00
H -0.337 -0.813 1.483 0.01